Below is 10 unconnected molecules or ions with the total composition C46H74F3N4O38S9Si at a distorted geometry, with properties calculated with ωB97M-V/def2-TZVPD.

The geometry in XYZ format:
```
175
Properties=species:S:1:pos:R:3:lowdin_charge:R:1
C -1.96484 5.54682 3.63298 0.034
C -3.20567 5.12558 4.38308 -0.467
O -4.20712 5.78415 4.30798 0.126
N -3.22651 3.98213 5.21418 -0.028
C -4.49980 3.24356 5.23540 -0.010
C -2.04369 3.20813 5.31150 -0.124
C -1.27897 3.36875 6.48497 -0.029
C -1.67112 4.31060 7.58352 -0.066
C -2.86400 3.81182 8.41497 -0.067
C -2.62515 2.52712 9.13851 -0.196
F -1.92953 1.54008 8.52804 0.085
C -3.10487 2.28203 10.35259 -0.316
F -3.45496 3.20724 11.21316 0.170
F -3.27867 1.06423 10.81019 0.175
C -0.14367 2.59038 6.54901 -0.143
O 0.71161 2.61515 7.64550 0.122
C 1.46717 3.67895 7.62010 -0.285
N 2.10768 4.61836 7.51954 0.234
C 0.13658 1.74879 5.48048 0.035
N -0.57284 1.65273 4.39195 0.198
N -1.67465 2.39249 4.32050 0.021
C -2.40575 2.17075 3.05576 -0.064
C -3.38077 0.98983 3.08673 -0.153
C -2.82319 -0.27906 3.73931 -0.198
C -1.88750 -1.06070 2.82108 -0.195
C -1.59574 -2.47481 3.36172 -0.177
C -1.23353 -3.46954 2.25330 -0.189
C 0.22278 -3.25951 1.78722 -0.238
C 0.26770 -2.32469 0.54095 -0.238
Si 1.91987 -1.41706 0.48029 0.588
C 3.25417 -2.72153 0.26863 -0.157
C 2.18238 -0.44145 2.07914 -0.164
C 1.83325 -0.20580 -0.96432 -0.248
C 1.21595 -0.61672 -2.15510 -0.086
C 1.15582 0.25365 -3.23529 -0.078
C 1.69697 1.52865 -3.16330 -0.078
C 2.29073 1.94899 -1.97774 -0.082
C 2.35341 1.08922 -0.88735 -0.101
H -1.36303 4.71985 3.27005 0.072
H -1.37846 6.17391 4.30773 0.095
H -2.26899 6.19132 2.81767 0.109
H -5.21323 3.79353 5.84669 0.099
H -4.94986 3.15110 4.25199 0.096
H -4.36155 2.27949 5.71717 0.107
H -0.82490 4.58427 8.20574 0.126
H -1.99577 5.23529 7.10441 0.134
H -3.13686 4.55885 9.15539 0.138
H -3.73195 3.67206 7.77131 0.112
H 1.01412 1.11397 5.53690 0.161
H -2.87608 3.08136 2.69711 0.129
H -1.63037 1.91859 2.33684 0.145
H -4.34938 1.21477 3.52189 0.096
H -3.57187 0.76104 2.04063 0.097
H -2.33102 -0.09008 4.69741 0.101
H -3.67654 -0.92463 3.95117 0.117
H -2.29994 -1.07640 1.80881 0.077
H -0.92318 -0.54375 2.82222 0.091
H -0.71046 -2.42100 3.99245 0.088
H -2.43950 -2.87252 3.92800 0.114
H -1.88888 -3.36487 1.39504 0.082
H -1.36871 -4.49530 2.60193 0.105
H 0.72330 -4.19352 1.54315 0.111
H 0.75759 -2.75361 2.59006 0.057
H 0.17199 -2.92159 -0.36578 0.080
H -0.54346 -1.60827 0.63991 0.057
H 3.28278 -3.32772 1.17631 0.029
H 2.99236 -3.37551 -0.56282 0.035
H 4.24478 -2.30095 0.10628 0.030
H 2.36909 -1.11327 2.91501 0.023
H 3.02007 0.24308 1.95026 0.022
H 1.28480 0.15461 2.26003 0.011
H 0.81271 -1.61860 -2.20843 0.094
H 0.69408 -0.10502 -4.14626 0.083
H 1.66435 2.19456 -4.01313 0.095
H 2.69015 2.95328 -1.92727 0.100
H 2.80988 1.42522 0.03494 0.082
C 2.18305 1.85370 -8.84046 -0.163
C 3.23993 1.50588 -7.81957 -0.158
O 2.50132 1.27942 -6.60248 -0.189
S 1.07734 0.65414 -6.95878 0.579
O 1.14168 -0.75571 -6.80260 -0.221
O 0.07549 1.42761 -6.31396 -0.228
O 1.08091 0.98644 -8.51988 -0.205
H 1.84651 2.88699 -8.74268 0.139
H 2.51428 1.67950 -9.85748 0.113
H 3.96470 2.30040 -7.67801 0.136
H 3.75832 0.58570 -8.08190 0.116
C -0.11988 -4.37343 7.24430 -0.151
C 1.31568 -4.70084 7.59382 -0.174
O 1.80690 -5.39549 6.43863 -0.173
S 1.10895 -4.82495 5.11950 0.592
O 1.96911 -3.87207 4.51544 -0.222
O 0.56877 -5.91189 4.39105 -0.205
O -0.08409 -4.03580 5.85036 -0.208
H -0.77229 -5.23999 7.37026 0.136
H -0.51093 -3.54048 7.82269 0.134
H 1.40193 -5.32479 8.47648 0.124
H 1.90922 -3.79898 7.73039 0.120
C 1.61328 5.97402 4.22189 -0.191
C 2.94929 5.30852 4.43643 -0.169
O 3.18990 4.59442 3.21636 -0.183
S 2.55426 5.40011 1.98441 0.601
O 3.55477 6.17575 1.35611 -0.195
O 1.72077 4.51143 1.25991 -0.223
O 1.62419 6.38756 2.85624 -0.188
H 0.79272 5.26222 4.35935 0.096
H 1.46426 6.83149 4.87355 0.141
H 2.93993 4.62276 5.27466 0.092
H 3.74484 6.04289 4.57457 0.143
C 5.66428 -1.36452 -11.14850 -0.148
C 4.62514 -0.47478 -11.79435 -0.140
O 4.60843 0.70155 -10.96479 -0.205
S 6.07693 0.96954 -10.38415 0.601
O 6.72044 1.94113 -11.18798 -0.204
O 5.96956 1.10884 -8.97474 -0.226
O 6.69822 -0.46142 -10.71543 -0.179
H 5.26149 -1.87099 -10.26826 0.136
H 6.06821 -2.09931 -11.83815 0.107
H 3.63842 -0.92830 -11.82379 0.140
H 4.92066 -0.17988 -12.80247 0.139
C -4.70003 0.18330 -1.86388 -0.137
C -5.88871 -0.75065 -1.80445 -0.148
O -5.42385 -1.86380 -1.00981 -0.167
S -4.39366 -1.34770 0.08101 0.585
O -5.06073 -1.16101 1.32335 -0.214
O -3.21779 -2.12926 -0.02002 -0.215
O -4.11715 0.09617 -0.54686 -0.194
H -3.95470 -0.14856 -2.58860 0.138
H -4.98794 1.20778 -2.07948 0.127
H -6.19686 -1.09664 -2.78707 0.145
H -6.73679 -0.28938 -1.29154 0.074
C -10.34706 3.17931 -0.46949 -0.150
C -10.97253 1.91248 -1.01285 -0.149
O -9.89824 1.26716 -1.71718 -0.177
S -8.51594 1.57160 -0.98679 0.599
O -8.20381 0.49359 -0.11798 -0.217
O -7.59227 2.05114 -1.95094 -0.208
O -9.02173 2.78189 -0.07738 -0.183
H -10.26171 3.94773 -1.23934 0.136
H -10.88394 3.57965 0.38540 0.138
H -11.79977 2.10586 -1.68878 0.139
H -11.30332 1.25017 -0.21097 0.137
C 4.69141 -5.84010 12.11808 -0.155
C 4.00927 -7.03953 11.49318 -0.153
O 3.38989 -6.51314 10.30790 -0.194
S 4.29125 -5.33227 9.71271 0.598
O 5.10087 -5.84769 8.67408 -0.196
O 3.46018 -4.19589 9.52211 -0.232
O 5.20447 -5.09754 11.00179 -0.181
H 3.98037 -5.20881 12.65420 0.134
H 5.50333 -6.11861 12.78350 0.138
H 3.25960 -7.48368 12.14110 0.137
H 4.73069 -7.80156 11.19352 0.137
C -2.66455 1.27520 -12.73973 -0.158
C -2.96467 1.57943 -11.28658 -0.158
O -1.91122 0.92677 -10.56514 -0.180
S -0.56840 0.95521 -11.43052 0.599
O 0.23569 2.04658 -11.01489 -0.213
O -0.05592 -0.36275 -11.51332 -0.209
O -1.23587 1.35057 -12.83125 -0.184
H -2.97524 0.26439 -13.01040 0.135
H -3.11894 1.98945 -13.42055 0.136
H -3.92900 1.19643 -10.96609 0.136
H -2.91029 2.65051 -11.08134 0.135
C 7.71112 -5.55664 -10.52991 -0.158
C 7.05913 -6.78456 -11.12996 -0.158
O 6.43463 -6.30003 -12.32776 -0.184
S 7.30998 -5.11582 -12.95099 0.602
O 8.13961 -5.63044 -13.97480 -0.203
O 6.45453 -4.00559 -13.17894 -0.230
O 8.21248 -4.83041 -11.66068 -0.186
H 6.98295 -4.92955 -10.01151 0.131
H 8.52565 -5.80061 -9.85408 0.137
H 6.31607 -7.22965 -10.47496 0.137
H 7.79905 -7.53743 -11.40796 0.136
```

- orbital gap (eV) = 5.185
- spin multiplicity = 1
- E_tot (eV) = -246198.5186
- net charge = +1

***

Below is a molecular structure, C9H9GaN11O3 at a distorted geometry, with properties calculated with ωB97M-V/def2-TZVPD.

The geometry in XYZ format:
```
33
Properties=species:S:1:pos:R:3:lowdin_charge:R:1
Ga 0.15001 -0.04071 -0.08484 0.604
O -0.58892 0.57016 3.33854 -0.036
N -1.71735 0.88568 3.12369 -0.067
N -2.12313 0.90086 1.86547 -0.151
O -1.44636 0.59366 0.73054 -0.155
C -3.49039 1.31547 1.64481 -0.157
C -4.33314 1.66933 2.70993 -0.041
C -5.63707 2.05984 2.45189 -0.112
C -6.12605 2.10720 1.15051 -0.121
C -5.28353 1.75523 0.10815 -0.085
C -3.96934 1.35955 0.34582 -0.022
H -3.96170 1.63500 3.72099 0.091
H -6.27787 2.33062 3.28427 0.093
H -7.14845 2.41440 0.95781 0.090
H -5.64037 1.78366 -0.91896 0.102
H -3.31205 1.08579 -0.46716 0.051
N 0.83615 -0.17289 -3.52704 0.151
C 1.82172 -0.58150 -2.67143 -0.476
N 2.99306 -1.01669 -3.06469 0.030
N 3.64188 -1.31197 -1.90258 -0.072
N 2.89315 -1.06411 -0.88564 -0.039
N 1.68959 -0.58182 -1.34240 -0.006
C -0.38239 0.27520 -3.10766 -0.455
N -1.30985 0.66156 -3.94922 0.038
N -2.35013 1.02912 -3.15504 -0.053
N -2.06072 0.87220 -1.91503 -0.055
N -0.77984 0.37839 -1.82490 0.011
H 1.01284 -0.20307 -4.51252 0.143
C 2.19631 -1.05261 1.88210 -0.219
O 0.99893 -0.51469 1.38794 -0.281
H 2.09854 -1.09337 2.97341 0.075
H 3.06602 -0.44361 1.62817 0.062
H 2.39010 -2.05951 1.50698 0.062
```

- orbital gap (eV) = 8.317
- spin multiplicity = 1
- E_tot (eV) = -84386.4983
- net charge = -1

***

Below is 11 unconnected molecules or ions with the total composition C20H57BF4NO9 at a distorted geometry, with properties calculated with ωB97M-V/def2-TZVPD.

The geometry in XYZ format:
```
92
Properties=species:S:1:pos:R:3:lowdin_charge:R:1
B -0.52997 -0.33119 0.49699 -1.147
F -1.65229 0.11964 -0.23360 0.113
F -0.67321 0.05707 1.87544 0.095
F -0.34440 -1.65738 0.27718 0.168
F 0.63763 0.30013 -0.17256 0.040
C -3.53691 -3.09170 -0.42638 0.011
C -4.51395 -3.58692 0.66280 -0.213
N -5.23251 -4.08801 1.46425 0.096
H -3.39907 -2.16920 -0.27868 -0.028
H -2.81749 -3.65572 -0.35742 -0.022
H -4.14667 -3.25349 -1.42729 0.139
C -2.33258 -1.19901 -4.11167 -0.041
C -3.68134 -0.58034 -3.63790 -0.366
O -3.48137 0.48729 -2.89671 -0.031
H -2.65448 -2.08001 -4.64006 0.074
H -1.82575 -1.48067 -3.19522 0.071
H -1.86432 -0.51324 -4.66290 0.019
H -4.11180 -1.39018 -3.03544 0.103
H -4.15237 -0.06032 -4.48350 0.130
H -3.36340 0.03579 -2.08643 0.058
C 2.74877 -2.26730 -2.76289 -0.078
C 1.29543 -2.08557 -2.39538 -0.434
O 0.66907 -3.05862 -1.78502 -0.037
H 3.38919 -2.66151 -1.92229 0.081
H 3.13726 -1.46352 -3.16501 -0.015
H 2.90111 -3.02045 -3.72715 0.126
H 0.68381 -1.82305 -3.33544 0.136
H 1.43319 -1.21190 -1.89064 0.062
H 0.28730 -2.62493 -0.96775 0.084
C 1.58462 2.14387 5.49575 -0.130
C 1.23433 1.00076 4.58671 -0.284
O 2.23749 -0.10431 4.70387 -0.093
H 0.73071 2.84950 5.63046 0.075
H 2.65642 2.69840 5.19068 0.136
H 1.68371 1.81171 6.48746 0.033
H 1.35078 1.29409 3.51762 0.119
H 0.21533 0.83125 4.91341 0.100
H 1.99189 -0.80564 4.15455 -0.027
C 4.04317 3.31935 -3.59508 -0.027
C 3.99047 2.52715 -2.17938 -0.332
O 3.45246 1.33736 -2.40164 -0.095
H 4.59793 2.95241 -4.25941 -0.042
H 4.58586 4.22609 -3.24315 0.078
H 3.07025 3.39650 -4.18677 0.088
H 3.49012 3.18162 -1.47815 0.102
H 4.88645 2.09570 -1.71041 0.116
H 3.11289 0.92340 -1.59531 0.063
C -1.78556 4.73020 0.27664 -0.124
C -1.73588 3.29565 0.56362 -0.338
O -2.14683 2.61207 -0.57468 0.025
H -1.28141 5.11309 -0.69768 0.119
H -1.27042 5.37018 0.95194 0.052
H -2.81575 5.03263 0.40420 0.067
H -2.41798 3.21649 1.53961 0.155
H -0.71643 3.06941 0.76802 0.109
H -1.84347 1.85948 -0.45907 -0.107
C 3.35924 -1.77401 1.38478 -0.072
C 4.06635 -0.71520 0.48304 -0.246
O 3.42373 0.58496 0.53048 -0.083
H 3.37142 -1.57829 2.51964 0.096
H 3.83620 -2.63496 1.34594 0.000
H 2.32278 -2.01241 0.90881 0.110
H 4.06693 -1.14561 -0.58128 0.099
H 5.14271 -0.52679 0.89401 0.139
H 2.53232 0.63011 0.34681 -0.003
C -5.11628 0.37076 3.31694 -0.096
C -3.85850 0.04218 2.59051 -0.371
O -2.86481 0.14063 3.53322 -0.039
H -6.07613 0.40848 2.76238 0.082
H -4.99971 1.16402 3.95955 0.032
H -5.15420 -0.56118 4.04820 0.119
H -3.62374 0.67185 1.76941 0.081
H -3.96947 -1.08750 1.99934 0.155
H -2.03140 0.29551 3.20635 0.010
C 0.73376 1.46665 -4.69739 -0.067
C -0.25756 1.73776 -3.50202 -0.283
O -1.27989 2.66125 -3.87530 -0.094
H 1.54297 0.74070 -4.47131 0.064
H 1.28221 2.33787 -5.20047 0.084
H 0.26549 0.98155 -5.47274 0.011
H 0.36319 2.23818 -2.71518 0.106
H -0.68392 1.00152 -2.86582 0.076
H -2.11412 2.40050 -3.46287 0.057
C 1.81446 -3.72035 3.89666 -0.090
C 0.62269 -3.25866 3.18848 -0.283
O 0.68364 -1.83501 3.26114 -0.084
H 2.14896 -4.87497 3.65847 0.146
H 1.70875 -3.70359 4.90688 0.047
H 2.62611 -3.37784 3.45274 -0.008
H -0.21521 -3.51686 3.88136 0.135
H 0.64646 -3.63277 2.18798 0.107
H -0.08546 -1.54264 2.82808 0.032
```

- orbital gap (eV) = 9.630
- spin multiplicity = 1
- E_tot (eV) = -53125.1800
- net charge = -1

***

Below is 9 unconnected molecules or ions with the total composition C2H19O10 at a distorted geometry, with properties calculated with ωB97M-V/def2-TZVPD.

The geometry in XYZ format:
```
31
Properties=species:S:1:pos:R:3:lowdin_charge:R:1
O -0.26824 0.77861 0.64304 -0.076
C 0.18510 0.07424 1.57532 -0.675
O 0.14097 -1.19300 1.56092 -0.088
C 0.79596 0.64695 2.83507 -0.008
H 1.70319 0.07741 3.02699 0.064
H 1.17812 1.65593 2.73120 0.065
H 0.18254 0.57757 3.71820 0.072
H -1.79063 0.36061 -0.71485 -0.001
H -2.52684 1.38658 0.10243 0.037
O -2.63282 0.85002 -0.69109 -0.071
H 2.53594 0.33389 -2.80190 0.017
H 1.44532 -0.51361 -2.23448 -0.022
O 2.33801 -0.58448 -2.59559 -0.085
H 2.74320 -1.48434 0.87373 0.025
H 2.36053 -2.67956 1.77571 0.025
O 3.03285 -2.01252 1.62230 -0.067
H -0.76950 -1.89881 -3.48266 0.015
H -1.52663 -0.80570 -2.73843 0.002
O -1.41999 -1.20664 -3.60966 -0.069
H 0.20191 -2.73474 -1.18833 0.044
H -0.34204 -1.70499 -0.11485 0.018
O -0.09345 -1.82892 -1.07207 -0.075
H 0.45522 1.05143 -1.00341 -0.001
H -0.36999 1.68525 -2.11092 0.034
O 0.54701 1.53037 -1.85269 -0.078
H -0.83373 3.50095 0.85871 0.016
H 0.54855 3.81678 0.27353 0.028
O -0.04002 4.01922 1.00822 -0.066
H -2.16879 -1.73290 1.61805 0.013
H -2.62945 -0.66217 0.66980 -0.012
O -2.98230 -1.30342 1.31772 -0.079
```

- orbital gap (eV) = 9.398
- spin multiplicity = 1
- E_tot (eV) = -22860.9885
- net charge = -1

***

E_LUMO values, unit eV, following the record order: -4.571; 2.871; 2.549; 3.098.
Energy relative to the best compared isomer or geometry (same formula, charge and spin) values, unit kcal per mole, following the record order: 0.0; 53.5; 12.6; 5.2.